Record 1
11
Properties=species:S:1:pos:R:3:nbo_charge:R:1 method="wB97M-V/def2-TZVPD" e_homo_ev="-16.9 / -16.9" charge=+1 lumo_ev="-7.55 / -7.59" e_tot_ev=-9214.522 largest_force_ev_per_a=7.9
C -0.805 0.615 -0.006 -0.259
C -0.883 -0.937 0.127 -0.288
N 0.590 0.292 0.065 0.048
N 0.659 -0.983 0.119 0.435
O 1.959 1.649 0.205 -0.390
O 1.463 -1.770 0.037 -0.142
H -1.230 1.042 -0.937 0.268
H -1.198 1.360 0.857 0.282
H -1.436 -1.374 0.985 0.294
H -1.352 -1.505 -0.778 0.286
H 2.234 1.612 -0.673 0.467

***

Record 2
94
Properties=species:S:1:pos:R:3:mulliken_charge:R:1 method="wB97M-V/def2-TZVPD" e_homo_ev=-8.8 charge=0 lumo_ev=0.04 e_tot_ev=-71593.539 largest_force_ev_per_a=8.0
O 2.391 -0.464 -4.258 -0.621
H 1.960 -0.676 -5.086 0.300
H 2.978 0.261 -4.471 0.275
O -0.118 -1.604 -3.927 -0.524
H -0.304 -1.858 -4.831 0.301
H 0.580 -0.954 -3.999 0.141
C 2.603 -3.650 3.508 0.627
O 3.419 -3.685 2.556 -0.729
N 2.324 -2.535 4.201 -0.346
N 1.936 -4.617 3.931 -0.285
H 1.534 -2.725 4.802 0.184
H 2.533 -1.603 3.876 0.186
H 1.357 -4.456 4.742 0.153
H 1.912 -5.493 3.428 0.233
C -2.586 -4.207 -1.103 0.624
O -3.491 -4.148 -0.226 -0.868
N -2.276 -5.255 -1.887 -0.477
N -1.867 -3.192 -1.464 0.035
H -2.839 -6.075 -1.712 0.259
H -1.459 -5.495 -2.431 0.187
H -1.430 -3.178 -2.374 0.240
H -1.908 -2.304 -0.984 -0.307
C -1.975 3.339 1.042 0.306
O -3.003 3.562 1.562 -0.679
N -1.761 3.378 -0.232 -0.139
N -0.967 2.769 1.716 0.200
H -0.833 3.328 -0.628 0.122
H -2.577 3.635 -0.769 0.277
H -1.058 2.657 2.716 0.102
H -0.104 2.532 1.248 -0.198
C -3.636 -0.875 0.654 0.284
O -2.457 -1.139 0.421 -0.287
N -4.060 0.329 1.097 -0.402
N -4.656 -1.727 0.832 -0.285
H -3.284 0.973 1.150 0.056
H -5.038 0.568 1.175 0.176
H -5.554 -1.433 1.190 0.140
H -4.477 -2.680 0.550 0.350
C 1.078 0.963 3.962 0.604
O 1.880 0.339 3.251 -0.762
N -0.084 0.528 4.220 -0.267
N 1.298 2.204 4.355 -0.400
H -0.327 -0.283 3.670 0.076
H -0.815 1.115 4.596 0.251
H 0.890 2.420 5.254 0.193
H 1.851 2.840 3.798 0.195
C 5.355 1.159 -1.894 0.439
O 6.284 1.267 -2.630 -0.705
N 5.261 0.125 -1.067 -0.301
N 4.476 2.128 -1.751 -0.200
H 5.951 -0.612 -1.053 0.181
H 4.390 -0.003 -0.573 0.411
H 4.517 2.924 -2.372 0.141
H 3.754 1.948 -1.068 0.184
C -1.442 -3.454 2.767 0.475
O -0.959 -3.258 3.889 -0.673
N -0.743 -3.337 1.637 -0.104
N -2.718 -3.741 2.591 -0.234
H 0.244 -3.221 1.819 0.112
H -1.091 -3.203 0.699 0.154
H -3.030 -3.798 1.632 0.101
H -3.351 -3.805 3.375 0.220
C 1.227 -0.255 -0.153 0.620
O 2.373 0.124 -0.216 -0.842
N 0.596 -0.347 0.920 1.061
N 0.413 -0.646 -1.100 0.531
H 1.078 -0.063 1.761 -0.354
H -0.348 -0.686 0.803 -0.440
H 0.951 -0.749 -1.949 -0.014
H -0.551 -0.909 -0.953 -0.301
C 0.684 2.474 -3.846 0.426
O 0.627 2.295 -4.999 -0.670
N -0.009 1.856 -2.888 0.375
N 1.465 3.274 -3.268 -0.221
H 0.404 1.867 -1.967 -0.076
H -0.631 1.119 -3.188 -0.077
H 1.340 3.442 -2.280 0.108
H 2.196 3.760 -3.767 0.225
C -3.344 0.957 -3.334 0.576
O -2.443 0.728 -4.038 -0.581
N -3.221 1.319 -2.102 -0.040
N -4.608 1.079 -3.683 -0.450
H -2.312 1.382 -1.665 -0.123
H -4.027 1.374 -1.497 0.234
H -4.874 1.234 -4.645 0.254
H -5.256 1.385 -2.972 0.114
C 2.550 3.907 0.506 0.800
O 1.425 3.854 0.050 -0.599
N 3.046 2.901 1.087 -0.057
N 3.261 4.990 0.551 -0.443
H 3.974 2.985 1.476 0.180
H 2.478 2.065 1.090 -0.327
H 2.860 5.861 0.235 0.281
H 4.198 4.876 0.911 0.130

***

Record 3
7
Properties=species:S:1:pos:R:3:nbo_charge:R:1 method="wB97M-V/def2-TZVPD" e_homo_ev="-10.8 / -10.8" charge=0 lumo_ev="0.69 / -4.05" e_tot_ev=-7225.706 s_squared=0.755 largest_force_ev_per_a=1.1 multiplicity=2
O -1.247 1.627 0.147 -0.144
C -1.343 0.411 -0.257 0.567
O -0.493 -0.430 -0.412 -0.573
H -2.400 0.205 -0.519 0.167
H 2.152 -1.324 0.422 0.465
H 1.205 -0.118 0.225 0.481
O 2.127 -0.369 0.394 -0.963

***

Record 4
16
Properties=species:S:1:pos:R:3:nbo_charge:R:1 method="wB97M-V/def2-TZVPD" e_homo_ev=-9.5 charge=0 lumo_ev=1.12 e_tot_ev=-7393.077 smiles="C=CCCOC" largest_force_ev_per_a=0.3
C 0.073 1.158 1.570 -0.387
C -0.930 1.198 0.701 -0.171
C -1.426 -0.047 0.028 -0.478
C -0.508 -0.357 -1.189 -0.054
O 0.839 0.023 -1.017 -0.543
C 1.694 -0.913 -0.413 -0.251
H 0.466 0.198 1.903 0.181
H 0.590 2.048 1.916 0.200
H -1.299 2.154 0.331 0.198
H -2.453 0.074 -0.342 0.216
H -1.442 -0.878 0.744 0.207
H -0.581 -1.418 -1.460 0.170
H -0.866 0.227 -2.042 0.184
H 1.221 -1.492 0.395 0.163
H 2.098 -1.614 -1.156 0.170
H 2.527 -0.361 0.032 0.193

***

Record 5
14
Properties=species:S:1:pos:R:3:nbo_charge:R:1 method="wB97M-V/def2-TZVPD" e_homo_ev=-9.3 charge=0 lumo_ev=0.37 e_tot_ev=-11215.794 largest_force_ev_per_a=4.3
N -3.929 0.337 -0.219 -0.440
C -2.922 -0.258 -0.089 0.405
N -1.786 -0.859 -0.055 -0.630
C -0.709 -0.144 0.028 0.654
N -0.595 1.183 0.241 -0.822
N 0.491 -0.804 -0.169 -0.631
C 1.775 -0.469 0.314 0.082
O 2.305 0.643 -0.401 -0.721
H 0.156 1.677 -0.175 0.427
H -1.516 1.648 0.519 0.429
H 0.257 -1.777 -0.269 0.412
H 1.658 -0.128 1.382 0.178
H 2.424 -1.370 0.244 0.183
H 2.393 0.321 -1.351 0.473

***

Record 6
75
Properties=species:S:1:pos:R:3:mulliken_charge:R:1 method="wB97M-V/def2-TZVPD" e_homo_ev=-8.4 charge=0 lumo_ev=-0.83 e_tot_ev=-67496.673 smiles="CC(C)[C@@H](C)COPCCCS.O=[N+]([O-])c1ccccc1.O=[N+]([O-])c1ccccc1.O=[N+]([O-])c1ccccc1" largest_force_ev_per_a=2.8
C 6.021 -2.275 4.645 -1.087
C 6.519 -1.622 3.234 0.208
C 5.874 -2.558 2.024 -0.996
C 6.316 -0.023 3.050 0.242
C 5.987 0.452 1.480 -0.992
C 5.200 0.708 3.983 -0.553
O 3.853 0.844 3.335 -0.468
P 3.013 -0.679 3.308 0.308
C 1.103 -0.457 3.494 -0.545
C 0.369 -1.745 2.729 -0.452
C 0.561 -1.737 1.100 -0.530
S 1.677 -3.152 0.468 -0.195
H 4.973 -1.923 5.028 0.208
H 6.813 -1.960 5.470 0.295
H 6.018 -3.448 4.518 0.326
H 7.695 -1.827 3.174 0.300
H 6.280 -2.267 0.948 0.264
H 6.308 -3.652 2.223 0.384
H 4.710 -2.666 2.079 0.121
H 7.364 0.494 3.297 0.285
H 4.950 -0.015 1.118 0.137
H 6.018 1.622 1.376 0.325
H 6.811 -0.068 0.807 0.301
H 5.083 0.299 5.072 0.309
H 5.566 1.839 4.110 0.310
H 3.160 -1.143 1.922 -0.338
H 0.707 0.583 3.130 0.242
H 0.830 -0.580 4.649 0.330
H -0.794 -1.771 2.986 0.219
H 0.859 -2.747 3.128 0.386
H 1.132 -0.730 0.834 0.316
H -0.449 -1.862 0.490 0.222
H 2.995 -2.614 0.322 0.116
O -3.195 -1.089 0.968 -0.580
N -2.926 -0.051 1.591 1.046
O -2.736 0.004 2.814 -0.605
C -2.832 1.199 0.827 -0.117
C -3.077 1.189 -0.553 -0.178
C -3.009 2.385 -1.270 -0.635
C -2.696 3.577 -0.615 -0.409
C -2.443 3.582 0.758 -0.599
C -2.510 2.393 1.486 -0.340
H -3.322 0.268 -1.079 0.632
H -3.204 2.389 -2.341 0.534
H -2.651 4.508 -1.177 0.425
H -2.197 4.515 1.261 0.389
H -2.313 2.414 2.556 0.465
O -0.948 4.845 -3.211 -0.586
N -1.137 4.318 -4.317 1.007
O -2.079 4.593 -5.074 -0.586
C -0.182 3.294 -4.759 0.114
C 0.877 2.925 -3.918 -0.251
C 1.768 1.933 -4.333 -0.468
C 1.604 1.321 -5.577 -0.395
C 0.554 1.698 -6.416 -0.418
C -0.345 2.687 -6.011 -0.386
H 1.019 3.392 -2.946 0.430
H 2.590 1.635 -3.686 0.390
H 2.298 0.544 -5.894 0.364
H 0.434 1.219 -7.385 0.368
H -1.160 2.967 -6.675 0.429
O -5.185 -1.867 -4.199 -0.576
N -5.333 -1.305 -3.103 0.968
O -4.594 -0.412 -2.667 -0.606
C -6.460 -1.731 -2.264 0.014
C -7.300 -2.764 -2.701 -0.417
C -8.355 -3.181 -1.887 -0.412
C -8.570 -2.568 -0.651 -0.381
C -7.738 -1.532 -0.223 -0.538
C -6.678 -1.109 -1.027 -0.041
H -7.145 -3.252 -3.661 0.427
H -9.008 -3.987 -2.214 0.364
H -9.390 -2.901 -0.018 0.367
H -7.914 -1.058 0.740 0.372
H -6.037 -0.302 -0.678 0.423